Here is an isolated molecule of C23H27N5O3 at a distorted geometry from the Open Molecules 2025 dataset. Energies are from ωB97M-V with the def2-TZVPD basis set.

The geometry in XYZ format:
```
58
Properties=species:S:1:pos:R:3:forces:R:3:nbo_charge:R:1
N 8.12615 -1.35366 0.29268 0.3 0.5 -0.1 -0.10
N 7.03353 -1.59887 0.19135 1.9 0.8 -0.1 0.27
N 5.94361 -2.06233 0.18628 -1.9 -2.1 0.6 -0.33
C 4.71763 -1.47959 -0.30249 -0.3 0.5 -0.3 -0.08
C 4.67492 0.00187 -0.00441 0.1 0.1 -0.2 -0.05
C 4.67487 0.92791 -1.03860 0.1 -0.1 0.1 -0.21
C 4.66022 2.28532 -0.76660 0.0 0.1 0.0 -0.22
C 4.65672 2.72937 0.54416 0.0 0.1 0.0 -0.22
C 4.68000 1.81064 1.58086 0.0 0.0 0.1 -0.22
C 4.69524 0.45540 1.30952 0.0 0.0 0.0 -0.16
H 4.72340 -0.25262 2.12354 0.0 -0.1 0.1 0.22
H 4.68863 2.15087 2.60515 0.0 0.0 0.1 0.22
H 4.64540 3.78802 0.75750 0.0 0.1 0.0 0.22
H 4.65757 2.99552 -1.58083 0.0 0.1 -0.1 0.22
H 4.68844 0.58746 -2.06498 0.0 -0.1 -0.1 0.21
C 3.56840 -2.25904 0.34771 0.0 0.1 -0.3 -0.40
C 2.20496 -1.97418 -0.28349 0.2 -0.2 0.4 -0.21
N 1.83063 -0.57170 -0.21382 0.0 -0.3 -0.1 -0.47
C 1.50777 -0.06102 1.00040 0.1 0.6 -0.1 0.70
O 1.62341 -0.70937 2.02150 -0.1 -0.3 0.4 -0.63
C 1.04201 1.38693 1.02006 0.1 0.0 0.1 -0.51
H 0.93122 1.65002 2.07226 0.1 -0.1 -0.1 0.24
H 1.84692 2.00296 0.61413 0.0 0.0 0.0 0.23
C -0.28215 1.64831 0.27419 -0.1 -0.2 0.0 -0.41
C -0.79796 0.44490 -0.51933 0.0 0.0 -0.1 -0.06
N -2.17547 0.67086 -0.90192 0.0 0.2 0.0 -0.63
C -3.09156 -0.32371 -0.92531 0.0 0.4 -0.2 0.89
O -2.90035 -1.44928 -0.53929 0.0 -0.5 0.2 -0.66
O -4.25123 0.13422 -1.44752 0.1 0.2 -0.1 -0.52
C -5.35737 -0.77611 -1.44721 -0.1 -0.4 0.1 -0.11
C -6.22885 -0.56162 -0.23779 0.1 0.0 -0.2 0.03
C -5.81605 -1.03135 1.00358 0.0 0.0 0.0 -0.24
C -6.59407 -0.81112 2.12602 0.0 0.0 0.1 -0.19
C -7.79173 -0.12421 2.01805 -0.1 0.0 0.0 -0.21
C -8.20743 0.34605 0.78421 -0.1 0.1 0.0 -0.21
C -7.42675 0.13236 -0.33861 0.1 -0.1 0.0 -0.23
H -7.75088 0.50342 -1.30042 0.0 0.0 -0.1 0.21
H -9.14081 0.88261 0.69577 -0.1 0.0 0.0 0.21
H -8.40057 0.04428 2.89417 0.0 0.0 0.1 0.21
H -6.26623 -1.17944 3.08686 0.0 0.0 0.1 0.21
H -4.88257 -1.56859 1.08305 0.1 -0.1 0.0 0.23
H -5.90591 -0.57107 -2.36940 0.1 0.0 0.1 0.19
H -4.96420 -1.79869 -1.46037 -0.1 0.2 -0.1 0.22
H -2.42382 1.54486 -1.33717 -0.1 -0.1 0.0 0.40
C 0.05410 0.15193 -1.76269 0.2 -0.1 0.3 -0.41
H -0.24789 -0.81745 -2.16280 0.0 0.0 -0.1 0.22
H -0.13932 0.90994 -2.52469 -0.1 0.0 -0.1 0.20
C 1.55079 0.14747 -1.43141 -0.4 0.2 -0.3 -0.22
H 1.91255 1.17359 -1.33390 0.0 -0.1 -0.1 0.21
H 2.10676 -0.31818 -2.24745 0.1 0.1 0.1 0.21
H -0.81621 -0.44019 0.12557 0.0 0.1 -0.1 0.23
H -1.05266 1.90849 1.00115 0.0 0.0 -0.1 0.23
H -0.17001 2.49699 -0.40462 0.0 0.1 0.0 0.20
H 1.45780 -2.56574 0.25648 0.0 0.0 -0.1 0.22
H 2.20145 -2.27722 -1.33178 -0.1 0.0 0.0 0.20
H 3.77970 -3.32488 0.24838 0.0 0.0 0.0 0.22
H 3.51648 -2.01932 1.40845 0.1 -0.1 0.0 0.24
H 4.68076 -1.63204 -1.39414 -0.1 0.1 0.1 0.19
```
Positions in Å, forces in eV/Å.

* total energy: -37881.9661 eV
* ΔE to the lowest compared entry with this formula, charge and spin: 63.9 kcal/mol
* lowest unoccupied orbital energy: 0.5 eV

---

Here is a structure of composition C23H27N6O7PPb from the Open Molecules 2025 dataset. Energies are from ωB97M-V with the def2-TZVPD basis set.

The geometry in XYZ format:
```
65
Properties=species:S:1:pos:R:3:forces:R:3:nbo_charge:R:1
Pb 0.07121 -0.16964 -0.14766 -0.2 -0.2 0.1 1.42
O 3.73115 1.87072 1.76004 0.0 0.0 0.0 -0.50
C 2.99560 1.20048 1.08846 -0.1 0.0 0.1 0.65
N 1.75191 1.63640 0.54200 0.1 0.0 -0.1 -0.62
C 1.29679 2.83761 0.66757 0.0 0.1 0.0 0.41
C 1.79467 3.88617 1.53507 0.0 -0.1 -0.1 -0.29
C 1.24551 5.10885 1.47640 0.0 0.1 0.0 -0.09
C 0.13834 5.43943 0.58814 0.0 0.0 0.0 -0.12
C -0.40335 4.54110 -0.24446 0.0 -0.1 0.0 -0.25
C 0.14210 3.19635 -0.29816 0.1 0.1 0.1 0.29
N -0.17707 2.26366 -1.12218 0.2 -0.1 -0.2 -0.56
C -0.89153 2.50826 -2.33607 -0.1 0.0 0.1 0.64
O -1.12994 3.60455 -2.76209 0.0 0.0 0.0 -0.49
C -1.21282 1.27288 -3.13181 0.0 0.0 0.0 0.07
C -1.82902 1.43974 -4.36018 0.0 0.0 0.0 -0.17
C -2.08105 0.31528 -5.13351 0.0 0.0 0.0 -0.13
C -1.71228 -0.92582 -4.64696 0.0 0.0 0.0 -0.21
C -1.10951 -1.00072 -3.39913 0.0 0.0 0.0 0.05
N -0.85838 0.07256 -2.65351 0.0 0.1 0.0 -0.50
C 3.36952 -0.20103 0.69068 0.0 0.0 0.0 0.09
C 4.64896 -0.63979 0.97535 0.0 0.0 0.0 -0.17
C 4.99571 -1.94057 0.63839 0.0 0.0 0.0 -0.12
C 4.04739 -2.75474 0.04487 0.0 0.0 0.0 -0.21
C 2.78648 -2.23522 -0.20490 0.0 0.0 0.0 0.06
N 2.45651 -0.98075 0.09680 0.0 0.0 0.0 -0.53
H 2.59079 3.66011 2.22256 0.0 0.0 0.0 0.27
H 1.61415 5.88667 2.13273 0.0 0.0 0.0 0.25
H -0.26129 6.44413 0.62773 0.0 0.0 0.0 0.25
H -1.23357 4.79109 -0.88294 0.0 0.0 0.0 0.27
H -2.08734 2.43416 -4.69406 0.0 0.0 0.0 0.26
H -2.55467 0.41146 -6.10079 0.0 0.0 0.0 0.25
H -1.88571 -1.82753 -5.21697 0.0 0.0 0.0 0.25
H -0.82324 -1.95707 -2.97632 0.0 0.0 0.0 0.21
H 5.34653 0.03502 1.45001 0.0 0.0 0.0 0.26
H 5.99158 -2.31070 0.84044 0.0 0.0 0.0 0.25
H 4.27152 -3.77670 -0.22509 0.0 0.0 0.0 0.25
H 2.01059 -2.84188 -0.65753 0.0 0.0 0.0 0.22
C -0.95911 -5.30768 0.29347 0.0 0.0 0.0 -0.26
O -1.99205 -4.38645 0.69646 0.1 0.1 0.0 -0.48
C -1.76303 -3.10669 0.45296 0.0 -0.1 0.2 0.91
O -0.76960 -2.67568 -0.12008 0.2 0.1 -0.2 -0.73
N -2.77400 -2.34564 0.93297 0.0 0.0 0.0 -0.47
N -2.77964 -0.96633 0.70742 0.0 0.0 0.0 -0.65
H -1.27389 -6.27236 0.67501 0.0 0.0 0.0 0.22
H -0.00605 -5.01430 0.72724 0.0 0.0 0.0 0.19
H -0.88723 -5.33374 -0.79146 0.0 0.0 0.0 0.20
H -3.58570 -2.81405 1.30762 0.0 0.0 0.0 0.41
H -3.01015 -0.49507 1.57472 0.0 0.0 0.0 0.38
H -3.48922 -0.73439 0.01860 0.0 0.0 0.0 0.38
C -1.44502 0.26475 4.51006 0.0 0.0 0.0 -0.26
O -0.04491 0.00236 4.36318 0.0 0.0 0.1 -0.83
P 0.48520 -0.70689 3.01494 0.1 0.0 -0.1 1.70
O 2.03716 -0.83142 3.38111 0.0 0.1 -0.1 -0.86
C 2.75239 -0.29586 4.51492 0.0 0.0 0.1 -0.25
O -0.05979 -2.20983 3.08599 -0.1 -0.1 0.1 -0.84
C 0.18242 -3.06140 4.23090 0.0 0.0 0.0 -0.27
H -1.59165 0.66029 5.51031 0.0 0.0 0.0 0.23
H -2.02463 -0.65331 4.39919 0.0 0.0 0.0 0.18
H -1.77475 1.00742 3.77993 0.0 0.0 0.0 0.18
H 3.54931 -0.99849 4.74206 0.0 0.0 0.0 0.21
H 2.09547 -0.18761 5.37269 0.0 0.0 0.0 0.21
H 3.17866 0.66865 4.24300 0.0 0.0 0.0 0.19
H -0.63205 -3.77875 4.27194 0.0 0.0 0.0 0.21
H 0.20585 -2.47868 5.15072 0.0 0.0 0.0 0.20
H 1.13010 -3.57827 4.09663 0.0 0.0 0.0 0.20
```
Positions in Å, forces in eV/Å.

* total energy: -62086.1678 eV
* lowest unoccupied orbital energy: -7.9 eV
* charge: +2

---

Here is a cluster of 2 separate species, C23H27Si in total at a distorted geometry from the Open Molecules 2025 dataset. Energies are from ωB97M-V with the def2-TZVPD basis set.

The geometry in XYZ format:
```
51
Properties=species:S:1:pos:R:3:forces:R:3:nbo_charge:R:1
C 0.46547 5.91553 -0.90330 0.1 0.3 -0.2 -0.64
C 0.35273 4.51937 -0.37581 0.1 0.0 0.2 0.01
C -0.79187 3.75506 -0.64601 0.3 0.1 0.0 -0.21
C -0.91880 2.49720 -0.08780 0.4 -0.2 0.0 -0.19
C 0.10520 1.96788 0.71777 -0.6 0.0 0.4 -0.07
C -0.25927 0.72353 1.49642 0.6 -1.2 -2.0 -0.36
C 0.71828 -0.35548 1.92173 -0.3 0.2 0.2 -0.07
C 0.22291 -1.66692 1.99141 0.3 -0.1 0.0 -0.21
C 0.97724 -2.68310 2.57010 0.1 0.5 0.0 -0.21
C 2.25385 -2.40033 3.08155 -0.4 0.1 0.0 0.00
C 3.03157 -3.46040 3.79226 0.3 -0.2 0.0 -0.63
C 2.76774 -1.11260 2.94528 -0.1 0.1 -0.1 -0.22
C 2.00205 -0.08847 2.38917 0.0 -0.6 0.0 -0.14
C 1.24320 2.72442 0.96936 0.2 -0.2 -0.1 -0.14
C 1.38422 3.98080 0.40610 -0.4 0.2 -0.4 -0.22
H 1.41139 6.36752 -0.58396 -0.2 0.0 -0.2 0.22
H 0.42157 5.91510 -1.99843 0.1 0.1 0.2 0.23
H -0.35842 6.54743 -0.54948 0.2 -0.1 0.0 0.23
H -1.57099 4.14633 -1.30633 0.2 -0.1 0.3 0.22
H -1.80316 1.88817 -0.28155 0.2 0.2 0.0 0.21
H -1.06293 0.20449 0.94454 0.1 0.3 0.3 0.23
H -0.75392 -1.89793 1.55669 0.2 0.1 0.2 0.21
H 0.58043 -3.69621 2.63366 0.1 0.2 0.0 0.22
H 3.98693 -3.06028 4.13751 -0.1 -0.2 0.0 0.22
H 2.49336 -3.85401 4.65803 0.0 0.1 -0.1 0.23
H 3.22334 -4.30321 3.12643 0.1 0.0 0.0 0.23
H 3.77953 -0.89198 3.28782 -0.3 -0.1 0.0 0.22
H 2.43168 0.89635 2.30600 0.0 -0.2 0.2 0.20
H 2.04303 2.32992 1.58952 -0.3 0.4 -0.3 0.20
H 2.30819 4.54145 0.56465 -0.4 -0.1 0.0 0.22
C -0.80243 2.81145 5.22391 0.9 -0.2 -1.4 -1.20
Si -2.06003 1.72209 4.38758 -1.2 0.5 2.5 1.96
C -3.62811 2.57621 3.84390 0.7 -0.3 -1.6 -1.19
H -0.71141 1.10980 2.38801 -1.1 0.6 2.0 0.13
C -2.43755 0.20536 5.40887 0.5 -1.1 -0.9 -0.61
C -3.07589 0.40936 6.64385 0.0 0.0 0.0 -0.14
C -3.39723 -0.68753 7.45716 0.2 0.1 -0.5 -0.21
C -3.08280 -1.98478 7.03855 0.0 0.1 -0.1 -0.17
C -2.44582 -2.19660 5.80904 0.1 0.2 -0.2 -0.20
C -2.11796 -1.11004 4.98752 -0.3 0.3 0.5 -0.19
H 0.11260 2.24216 5.45177 -0.3 0.2 0.0 0.28
H -0.52870 3.66188 4.57743 -0.1 -0.2 0.4 0.27
H -1.22241 3.19219 6.16070 -0.2 -0.2 -0.1 0.30
H -4.28565 1.86776 3.31494 0.1 0.3 0.2 0.28
H -4.15423 2.95905 4.72344 0.2 -0.1 0.2 0.30
H -3.39819 3.41203 3.16211 -0.2 -0.2 0.3 0.27
H -3.32340 1.42540 6.97076 0.0 -0.4 0.0 0.21
H -3.89093 -0.51804 8.41032 0.1 0.0 -0.2 0.24
H -3.33733 -2.83973 7.67597 0.1 0.4 -0.3 0.24
H -2.20222 -3.21326 5.48425 -0.1 0.4 0.1 0.23
H -1.61949 -1.25750 4.02312 -0.2 -0.1 0.4 0.23
```
Positions in Å, forces in eV/Å.

* total energy: -32159.5924 eV
* ΔE to the lowest compared entry with this formula, charge and spin: 11.7 kcal/mol
* lowest unoccupied orbital energy: -5.6 eV
* charge: +1

---

Here is a structure of composition C23H28BeClN2O3Sb at a distorted geometry from the Open Molecules 2025 dataset. Energies are from ωB97M-V with the def2-TZVPD basis set.

The geometry in XYZ format:
```
59
Properties=species:S:1:pos:R:3:forces:R:3:nbo_charge:R:1
Be 0.32964 -0.06386 -0.70095 0.4 -3.6 2.4 1.59
O 0.02150 -0.07282 0.96554 0.1 -0.1 0.4 -0.84
C -0.21040 -1.44555 1.44273 -0.1 -0.6 -0.4 0.09
C 0.39451 -2.30209 0.28038 0.1 0.5 0.1 0.80
O 0.58455 -3.48357 0.37836 -0.1 0.0 0.0 -0.59
O 0.60048 -1.57381 -0.79212 0.0 -0.3 -0.1 -0.98
C -1.71321 -1.74582 1.41764 0.0 0.3 0.2 0.01
C -2.38669 -2.22359 2.53726 0.1 0.0 -0.1 -0.22
C -3.75399 -2.45387 2.48090 0.0 -0.1 0.0 -0.21
C -4.45209 -2.22840 1.30661 -0.1 0.0 0.0 -0.20
C -3.78492 -1.76398 0.18285 0.1 0.0 0.0 -0.18
C -2.42367 -1.52421 0.23857 0.0 0.0 0.1 -0.22
C 0.44099 -1.60909 2.79722 0.1 0.1 0.0 -0.08
C 1.39816 -2.57999 3.06184 0.0 0.0 0.0 -0.13
C 1.95997 -2.67804 4.32891 0.0 0.0 0.1 -0.22
C 1.56646 -1.82064 5.34320 0.0 0.0 -0.1 -0.20
C 0.60911 -0.84912 5.08387 0.0 0.1 0.0 -0.21
C 0.05673 -0.74078 3.81981 0.1 0.0 -0.1 -0.20
H -0.60667 0.54920 1.35629 -0.1 0.0 -0.1 0.53
H -1.84019 -2.41592 3.44933 -0.1 0.0 0.0 0.23
H -4.27292 -2.81093 3.36080 0.0 0.0 0.0 0.22
H -5.51833 -2.40890 1.26416 0.0 0.0 0.0 0.22
H -4.32328 -1.57365 -0.73556 0.0 0.0 0.0 0.22
H -1.91207 -1.14167 -0.63413 -0.1 -0.1 -0.1 0.22
H 1.69237 -3.26927 2.28533 0.0 0.0 0.0 0.24
H 2.70688 -3.43534 4.52716 0.0 0.0 0.0 0.22
H 2.00376 -1.90351 6.32940 0.0 0.0 0.0 0.22
H 0.28179 -0.17919 5.86826 0.0 0.0 0.0 0.22
H -0.69869 0.01446 3.63156 0.0 0.0 0.0 0.21
C 2.56088 1.99932 -3.69751 0.4 0.1 0.1 -0.98
Sb 2.49672 0.20975 -2.48944 1.7 -0.7 -1.6 0.94
C 0.92717 -0.70778 -3.69158 0.5 -0.1 -0.2 -0.94
C 3.99103 -0.79675 -3.67940 0.3 -0.1 0.3 -0.99
H 3.46180 2.58509 -3.50091 0.1 -0.1 0.0 0.21
H 1.69237 2.61012 -3.47357 0.0 0.0 0.0 0.24
H 2.53607 1.72409 -4.75244 0.0 -0.1 0.0 0.22
H 0.81189 -0.12594 -4.60483 0.1 0.0 0.0 0.22
H -0.01463 -0.70171 -3.16751 -0.2 -0.4 -0.2 0.20
H 1.19634 -1.73696 -3.92642 0.1 0.0 0.1 0.23
H 3.76599 -0.72835 -4.74288 -0.1 0.1 0.0 0.22
H 4.01358 -1.84601 -3.38437 0.0 0.0 0.0 0.22
H 4.97869 -0.37369 -3.49454 0.0 0.0 0.0 0.22
Cl -0.27637 1.34869 -1.60651 -3.4 -0.5 -3.5 1.02
C 0.39431 2.26758 -0.72973 6.5 9.4 9.5 -0.71
H 1.18149 2.08182 0.04658 0.5 -1.0 -1.0 0.19
H 0.76807 1.02391 -2.00159 7.3 -1.6 -2.0 -0.04
N 0.97095 4.60267 -0.54184 0.1 0.0 0.3 -0.73
C 0.05749 3.65120 -0.47577 -5.0 -0.9 0.2 0.35
C -0.43931 1.98891 -2.88183 -1.6 4.3 -5.8 -1.07
C -1.57447 1.32727 -1.02178 -7.9 -0.5 4.4 -0.30
N -2.70297 1.58513 -0.42835 0.8 4.1 1.1 -0.50
C -2.52558 2.93026 -0.06221 0.8 0.0 0.0 0.11
C -1.35827 3.84575 -0.10451 -0.2 -0.9 -0.5 -0.44
H 1.92345 4.35335 -0.75640 0.0 0.0 -0.1 0.41
H 0.75620 5.56562 -0.34811 0.0 0.0 0.0 0.41
H -0.79166 2.47592 -3.75845 0.1 -0.1 -0.3 0.26
H -0.51548 0.38054 -2.21210 -1.4 -7.3 -3.6 -0.11
H -3.43563 3.35264 0.35854 0.2 0.3 0.2 0.19
H -1.59992 4.84151 0.25428 -0.2 0.0 0.0 0.21
```
Positions in Å, forces in eV/Å.

* total energy: -52861.2912 eV
* ΔE to the lowest compared entry with this formula, charge and spin: 731.4 kcal/mol
* lowest unoccupied orbital energy (alpha / beta): -0.2 / -0.2 eV

---

Question: Which of these has the highest total energy?
Answer: C23H27Si

---

Question: Number 1 is which compound?
Answer: C23H27N5O3

---

Question: Which of these has the highest total energy?
Answer: C23H27Si

---

Question: The lowest total energy belongs to which entry?
Answer: C23H27N6O7PPb